The following is a DFT calculation (ωB97M-V with the def2-TZVPD basis set) of a cluster of 8 separate species, C26H52FNO31S8 in total.

As for the largest force on an atom: 0.93 eV/A. The SMILES is NCCCCC[C@@H]1CCOS(=O)(=O)[C@H]1CCCF.O=S1(=O)OCCO1.O=S1(=O)OCCO1.O=S1(=O)OCCO1.O=S1(=O)OCCO1.O=S1(=O)OCCO1.O=S1(=O)OCCO1.O=S1(=O)OCCO1. The gap between HOMO and LUMO is 0.3393 Eh. Its molar mass is 1150.21 g/mol. Its calculated total energy is -182160.8683 eV. The LUMO energy comes out at 0.188 eV.

Each line ends with the Löwdin charge.
Atoms and positions in Å:
N: 1.71878 -1.90146 1.30483  0.03
C: 0.92045 -1.59045 2.49999  -0.26
C: -0.04141 -0.42169 2.25974  -0.18
C: 0.45816 0.95656 2.72775  -0.18
C: 1.28352 1.71046 1.65392  -0.17
C: 2.69198 2.16626 2.07554  -0.14
C: 3.76759 1.06214 2.00249  -0.29
C: 4.08330 0.49628 3.39600  -0.15
C: 5.01810 -0.68515 3.25459  -0.17
O: 6.32751 -0.33616 2.74513  -0.21
S: 6.58278 1.12796 2.20251  0.65
O: 6.73641 2.01826 3.32118  -0.27
O: 7.66057 1.00008 1.26780  -0.26
C: 5.06286 1.62066 1.35314  -0.26
C: 5.20392 1.38218 -0.17202  -0.14
C: 3.90893 1.02071 -0.92297  -0.14
C: 3.73413 -0.48373 -1.11884  -0.17
F: 4.28294 -1.21929 -0.05741  -0.07
H: 2.57519 -2.37659 1.56275  0.06
H: 1.98941 -1.04916 0.83246  0.01
H: 0.34549 -2.48276 2.76058  0.09
H: 1.55683 -1.37386 3.36836  0.09
H: -0.28642 -0.36451 1.19455  0.11
H: -0.97500 -0.64985 2.78061  0.11
H: 1.02137 0.86917 3.66073  0.11
H: -0.41127 1.57149 2.93665  0.07
H: 1.36794 1.11880 0.73629  0.09
H: 0.73818 2.61864 1.38130  0.10
H: 2.64305 2.53980 3.10490  0.13
H: 2.97753 3.02585 1.46286  0.12
H: 3.39881 0.21291 1.43004  0.10
H: 3.16257 0.10884 3.84098  0.11
H: 4.46411 1.27207 4.06163  0.12
H: 5.16807 -1.22841 4.18738  0.13
H: 4.59297 -1.38372 2.52824  0.11
H: 5.08087 2.69472 1.54562  0.13
H: 5.97000 0.63310 -0.36976  0.11
H: 5.58617 2.30711 -0.60466  0.10
H: 4.01644 1.43594 -1.92696  0.09
H: 3.02596 1.48493 -0.48364  0.10
H: 4.25050 -0.81269 -2.02390  0.12
H: 2.68437 -0.77879 -1.20226  0.10
O: -0.58419 -3.78443 -3.77812  -0.23
S: 0.55594 -3.17498 -3.17946  0.57
O: 0.72425 -1.76753 -3.26784  -0.22
O: 1.85258 -3.92861 -3.70995  -0.18
C: 2.63739 -4.41694 -2.60215  -0.13
C: 1.61009 -4.68870 -1.52235  -0.15
O: 0.67641 -3.60662 -1.66390  -0.19
H: 3.34202 -3.63871 -2.30527  0.13
H: 3.17587 -5.30614 -2.91551  0.14
H: 2.02092 -4.67688 -0.51733  0.13
H: 1.08161 -5.62732 -1.69348  0.13
O: -6.62306 -3.21480 -3.86211  -0.24
S: -5.77161 -2.11363 -3.56136  0.59
O: -6.32364 -0.89567 -3.09168  -0.21
O: -4.83270 -1.85913 -4.81681  -0.18
C: -3.44275 -1.92247 -4.43537  -0.14
C: -3.42952 -2.90204 -3.28203  -0.16
O: -4.63411 -2.58089 -2.55092  -0.19
H: -3.11548 -0.92816 -4.13042  0.14
H: -2.85921 -2.26315 -5.28465  0.14
H: -2.57313 -2.77950 -2.63043  0.12
H: -3.48884 -3.93617 -3.62293  0.13
O: -4.90642 -8.91549 -3.54138  -0.21
S: -4.63795 -7.98801 -2.50455  0.59
O: -3.35668 -7.95864 -1.88635  -0.23
O: -5.77399 -8.13051 -1.39424  -0.19
C: -6.42264 -6.86665 -1.16729  -0.15
C: -6.31831 -6.15555 -2.50015  -0.15
O: -4.99836 -6.50807 -2.96334  -0.19
H: -5.88658 -6.33239 -0.38085  0.13
H: -7.44737 -7.04868 -0.85708  0.14
H: -6.39111 -5.07567 -2.42522  0.11
H: -7.05308 -6.52216 -3.21760  0.14
O: -1.23073 3.41580 3.77173  -0.23
S: -1.77467 4.19435 2.71441  0.58
O: -2.56818 3.58980 1.70497  -0.22
O: -0.58843 5.02635 2.05027  -0.20
C: -0.88170 6.43608 2.08089  -0.14
C: -1.73646 6.60587 3.32007  -0.14
O: -2.57308 5.43029 3.31444  -0.19
H: -1.42562 6.69982 1.17315  0.14
H: 0.05397 6.98534 2.12650  0.14
H: -2.36833 7.48561 3.27745  0.09
H: -1.13393 6.60360 4.22952  0.14
O: 3.00560 4.54448 -2.85706  -0.21
S: 4.31215 4.19428 -3.28333  0.59
O: 5.39438 4.16422 -2.36763  -0.21
O: 4.68457 5.08952 -4.54942  -0.19
C: 5.03672 4.26698 -5.67243  -0.15
C: 4.21540 3.00819 -5.47056  -0.15
O: 4.27524 2.79236 -4.05238  -0.21
H: 6.10786 4.06365 -5.63930  0.14
H: 4.78613 4.79975 -6.58520  0.14
H: 4.63041 2.13906 -5.97234  0.14
H: 3.17422 3.14915 -5.76462  0.14
O: -4.51825 10.83686 4.31239  -0.20
S: -4.49064 9.80386 3.34421  0.60
O: -3.25117 9.34180 2.81916  -0.24
O: -5.47530 10.19062 2.15607  -0.18
C: -6.44713 9.15135 1.94145  -0.15
C: -6.62796 8.53594 3.31592  -0.15
O: -5.29525 8.52834 3.85536  -0.19
H: -6.04386 8.43489 1.22494  0.14
H: -7.35443 9.60106 1.54918  0.14
H: -6.99519 7.51464 3.28535  0.14
H: -7.26593 9.14599 3.95668  0.14
O: 0.49904 -5.42366 2.81497  -0.22
S: 0.39926 -6.47484 1.86703  0.58
O: 1.56595 -7.11213 1.36741  -0.22
O: -0.49499 -5.96121 0.64968  -0.20
C: -1.62595 -6.82887 0.44188  -0.16
C: -1.91308 -7.37874 1.82443  -0.15
O: -0.60712 -7.59341 2.38749  -0.18
H: -1.34858 -7.61338 -0.26070  0.13
H: -2.44572 -6.24965 0.02926  0.13
H: -2.44862 -8.32310 1.80502  0.14
H: -2.44640 -6.65841 2.44724  0.13